A | {
  "formula": "C5H8OS",
  "method": "ωB97M-V/def2-TZVPD",
  "species": ["C", "S", "C", "C", "C", "C", "O", "H", "H", "H", "H", "H", "H", "H", "H"],
  "positions_angstrom": [[1.809, 0.465, -1.794], [0.563, 1.461, -0.953], [-0.247, 0.322, 0.133], [-0.237, -1.133, -0.256], [-0.863, 0.852, 1.199], [-1.696, 0.110, 2.170], [-2.225, 0.644, 3.115], [2.548, 0.064, -1.080], [2.340, 1.132, -2.432], [1.367, -0.308, -2.421], [-0.823, -1.762, 0.433], [-0.684, -1.259, -1.249], [0.783, -1.526, -0.261], [-0.793, 1.891, 1.397], [-1.844, -0.953, 1.999]],
  "smiles": "CS/C(C)=C/C=O",
  "homo_lumo_gap_ev": 9.08
}

---

B | {
  "formula": "C5H8OS",
  "method": "ωB97M-V/def2-TZVPD",
  "species": ["C", "C", "C", "C", "C", "O", "S", "H", "H", "H", "H", "H", "H", "H", "H"],
  "positions_angstrom": [[-1.837, 0.546, -0.382], [-0.444, 0.144, 0.004], [-0.355, -1.191, 0.703], [0.579, 0.954, -0.250], [2.022, 0.789, 0.075], [2.670, 1.676, 0.585], [2.874, -0.745, -0.326], [-2.334, -0.214, -0.991], [-2.487, 0.643, 0.527], [-1.834, 1.489, -0.928], [-0.552, -2.028, 0.005], [0.604, -1.362, 1.187], [-1.134, -1.266, 1.471], [0.393, 1.918, -0.711], [1.834, -1.353, -0.967]],
  "smiles": "CC(C)=CC(=O)S",
  "homo_lumo_gap_ev": 10.49
}

---

C | {
  "formula": "C5H8OS",
  "method": "ωB97M-V/def2-TZVPD",
  "species": ["C", "C", "C", "C", "C", "O", "S", "H", "H", "H", "H", "H", "H", "H", "H"],
  "positions_angstrom": [[1.087, -1.659, -0.404], [-0.165, -0.814, -0.749], [0.180, 0.668, -0.861], [-0.278, 1.597, -0.035], [-1.332, 1.284, 0.983], [-2.421, 1.710, 0.853], [-0.830, 0.324, 2.442], [1.710, -1.527, -1.292], [0.743, -2.694, -0.219], [1.622, -1.398, 0.490], [-1.088, -0.840, -0.108], [-0.504, -1.140, -1.717], [0.838, 0.940, -1.657], [0.005, 2.659, -0.136], [0.432, 0.889, 2.409]],
  "smiles": "CC/C=C\\C(=O)S",
  "homo_lumo_gap_ev": 10.39
}

---

Stability, lowest: C

---

A | {
  "formula": "C4H7BrO",
  "method": "ωB97M-V/def2-TZVPD",
  "species": ["C", "C", "C", "C", "O", "Br", "H", "H", "H", "H", "H", "H", "H"],
  "positions_angstrom": [[1.507, -1.732, -0.114], [0.648, -0.059, -0.576], [-1.258, 1.320, 0.152], [-0.569, 0.007, 0.352], [2.408, -2.531, -0.247], [1.996, 1.167, -0.090], [0.434, -0.173, -1.553], [0.604, -2.054, 0.545], [-2.250, 1.173, 0.418], [-1.317, 1.666, -0.944], [-0.719, 2.077, 0.645], [-1.186, -0.781, 0.059], [-0.298, -0.081, 1.352]],
  "homo_lumo_gap_ev": 9.58
}

---

B | {
  "formula": "C4H7BrO",
  "method": "ωB97M-V/def2-TZVPD",
  "species": ["C", "C", "C", "Br", "C", "O", "H", "H", "H", "H", "H", "H", "H"],
  "positions_angstrom": [[-0.179, 1.040, 0.762], [0.777, 0.581, -0.397], [-0.041, -0.152, -1.496], [-1.363, 0.929, -2.366], [-0.492, -1.845, -1.314], [0.434, -1.272, -2.244], [-0.697, 0.223, 1.327], [-1.021, 1.703, 0.366], [0.403, 1.677, 1.399], [1.289, -0.321, 0.088], [1.632, 1.394, -0.784], [-0.117, -2.609, -0.595], [-1.435, -2.246, -1.856]],
  "smiles": "CC[C@]1(Br)CO1",
  "homo_lumo_gap_ev": 10.24
}

---

C | {
  "formula": "C4H7BrO",
  "method": "ωB97M-V/def2-TZVPD",
  "species": ["C", "C", "C", "C", "O", "Br", "H", "H", "H", "H", "H", "H", "H"],
  "positions_angstrom": [[0.700, -0.147, -0.101], [-0.225, 0.487, -0.554], [1.046, -1.233, 0.797], [-2.200, -1.236, 2.128], [-1.215, -0.322, 2.522], [-0.482, 1.558, -2.035], [-0.521, -1.157, 3.315], [0.573, -2.168, 0.580], [0.581, -0.951, 1.694], [2.035, -1.445, 1.240], [-3.046, -0.589, 1.952], [-2.630, -1.826, 2.893], [-1.773, -1.783, 1.267]],
  "homo_lumo_gap_ev": 9.16
}

---

Stability, lowest: C

---

A | {
  "formula": "H3N3O2",
  "method": "ωB97M-V/def2-TZVPD",
  "species": ["N", "N", "N", "O", "O", "H", "H", "H"],
  "positions_angstrom": [[2.464, -1.186, -0.050], [-0.916, 0.982, 0.546], [-0.535, -0.248, 0.787], [0.225, -0.734, -0.248], [3.228, -0.503, -0.621], [-0.991, 1.627, 1.231], [-0.877, 1.396, -0.443], [0.766, -1.574, 0.120]],
  "homo_lumo_gap_ev": [4.80, 4.95]
}

---

B | {
  "formula": "H3N3O2",
  "method": "ωB97M-V/def2-TZVPD",
  "species": ["N", "N", "N", "O", "O", "H", "H", "H"],
  "positions_angstrom": [[-1.256, -0.187, 0.097], [-0.041, 0.490, 0.062], [1.126, -0.057, 0.084], [1.122, -1.271, 0.158], [2.083, 0.702, 0.080], [-1.681, -0.036, -0.751], [-1.206, -1.219, 0.250], [-0.147, 1.579, 0.020]],
  "smiles": "NN[N+](=O)[O-]",
  "homo_lumo_gap_ev": 10.73
}

---

Stability, lowest: A

---

A | {
  "formula": "C9H12N2O3",
  "method": "ωB97M-V/def2-TZVPD",
  "species": ["O", "N", "O", "C", "C", "C", "C", "C", "C", "H", "H", "H", "H", "H", "C", "N", "C", "C", "O", "H", "H", "H", "H", "H", "H", "H"],
  "positions_angstrom": [[-22.762, -36.536, 27.258], [-21.840, -35.789, 27.483], [-20.714, -35.749, 27.017], [-21.894, -35.200, 28.802], [-23.225, -34.982, 29.598], [-23.415, -34.247, 31.004], [-22.114, -33.887, 31.688], [-20.941, -33.901, 30.945], [-20.748, -34.645, 29.546], [-24.233, -35.366, 29.090], [-24.479, -34.202, 31.381], [-22.078, -33.305, 32.472], [-19.987, -33.479, 31.392], [-19.635, -34.482, 29.148], [-20.119, -36.855, 32.523], [-19.751, -38.215, 32.761], [-19.630, -38.693, 34.103], [-19.784, -39.042, 31.725], [-19.553, -40.292, 31.798], [-20.550, -36.337, 33.358], [-20.929, -36.981, 31.817], [-19.214, -36.117, 32.184], [-20.146, -39.514, 34.293], [-19.933, -38.177, 35.031], [-18.729, -39.117, 34.348], [-19.764, -38.667, 30.812]],
  "smiles": "O=[N+]([O-])c1ccccc1.CN(C)C=O",
  "homo_lumo_gap_ev": 8.17
}

---

B | {
  "formula": "C9H12N2O3",
  "method": "ωB97M-V/def2-TZVPD",
  "species": ["C", "C", "C", "C", "C", "N", "C", "O", "H", "H", "H", "H", "H", "H", "H", "C", "O", "N", "C", "C", "O", "H", "H", "H", "H", "H"],
  "positions_angstrom": [[-2.830, -1.406, -1.684], [-1.786, -0.486, -1.130], [-0.855, 0.144, -2.162], [-1.845, 0.003, 0.157], [-0.923, 1.013, 0.481], [-0.235, 1.846, 0.902], [-2.860, -0.433, 1.205], [-3.996, -0.662, 1.007], [-3.474, -1.870, -0.953], [-2.362, -2.091, -2.367], [-3.491, -0.670, -2.284], [0.149, -0.416, -2.229], [-1.436, -0.013, -3.005], [-0.659, 1.214, -1.888], [-2.479, -0.350, 2.217], [3.377, 1.666, 0.647], [3.199, 0.441, -0.039], [3.216, -0.733, 0.771], [1.887, -0.925, 1.101], [1.240, -0.511, 2.152], [0.530, -0.370, 3.060], [4.414, 1.725, 1.213], [2.512, 2.033, 1.219], [3.640, 2.420, -0.259], [3.749, -0.521, 1.684], [1.320, -1.046, 0.184]],
  "smiles": "CC(C)=C(C#N)C=O.CONC=C=O",
  "homo_lumo_gap_ev": 8.55
}

---

Stability, lowest: A

---

A | {
  "formula": "C2H4N2OS",
  "method": "ωB97M-V/def2-TZVPD",
  "species": ["H", "N", "C", "N", "S", "C", "O", "H", "H", "H"],
  "positions_angstrom": [[-2.654, -1.339, 0.055], [-2.235, -0.413, 0.212], [-1.052, -0.006, 0.006], [-0.462, 1.208, -0.187], [0.307, -1.135, -0.167], [1.959, -0.593, 0.014], [2.419, 0.517, 0.125], [-1.230, 1.980, -0.258], [0.476, 1.372, -0.036], [2.472, -1.591, 0.236]],
  "smiles": "[H]/N=C(/N)SC=O",
  "homo_lumo_gap_ev": 10.20
}

---

B | {
  "formula": "C2H4N2OS",
  "method": "ωB97M-V/def2-TZVPD",
  "species": ["C", "C", "N", "N", "O", "S", "H", "H", "H", "H"],
  "positions_angstrom": [[-0.494, -0.575, -1.003], [-0.829, -0.013, 0.396], [0.668, -0.274, -1.352], [0.176, 1.029, 0.552], [2.418, -0.617, 0.596], [1.613, 0.594, -0.290], [-1.163, -1.134, -1.723], [-1.845, 0.341, 0.234], [-0.669, -0.773, 1.171], [0.126, 1.423, 1.419]],
  "homo_lumo_gap_ev": 9.85
}

---

Stability, lowest: B

---

A | {
  "formula": "C2H4N2OS",
  "method": "ωB97M-V/def2-TZVPD",
  "species": ["O", "C", "N", "C", "N", "S", "H", "H", "H", "H"],
  "positions_angstrom": [[0.789, 1.181, -1.034], [1.277, 0.174, -0.522], [0.520, -0.642, 0.230], [-0.729, -0.458, 0.933], [-1.847, 0.109, 0.618], [-2.091, 0.742, -0.965], [2.209, -0.106, -0.793], [1.089, -1.352, 0.628], [-0.467, -0.712, 1.984], [-0.750, 1.064, -1.080]],
  "smiles": "O=CN/C=N\\S",
  "homo_lumo_gap_ev": 8.98
}

---

B | {
  "formula": "C2H4N2OS",
  "method": "ωB97M-V/def2-TZVPD",
  "species": ["C", "C", "N", "N", "O", "S", "H", "H", "H", "H"],
  "positions_angstrom": [[-0.841, 1.077, -0.079], [2.068, -0.972, -0.006], [-0.181, -0.123, 0.375], [1.048, -0.276, 0.220], [-3.036, -0.349, 0.732], [-2.300, -0.060, -0.488], [-1.101, 1.826, 0.567], [-0.604, 1.521, -1.011], [1.914, -1.709, -0.733], [3.033, -0.933, 0.425]],
  "homo_lumo_gap_ev": [8.16, 7.28]
}

---

C | {
  "formula": "C2H4N2OS",
  "method": "ωB97M-V/def2-TZVPD",
  "species": ["N", "N", "C", "O", "C", "S", "H", "H", "H", "H"],
  "positions_angstrom": [[1.215, -0.323, 0.692], [0.025, -0.089, 0.001], [-0.438, 1.217, -0.133], [0.176, 2.142, 0.341], [-0.613, -1.202, -0.500], [-2.010, -1.258, -1.342], [1.962, 0.230, 0.252], [1.106, 0.083, 1.624], [-1.378, 1.294, -0.700], [-0.045, -2.094, -0.236]],
  "smiles": "NN(C=O)C=S",
  "homo_lumo_gap_ev": 8.71
}

---

D | {
  "formula": "C2H4N2OS",
  "method": "ωB97M-V/def2-TZVPD",
  "species": ["N", "C", "C", "S", "N", "O", "H", "H", "H", "H"],
  "positions_angstrom": [[0.501, -0.915, -0.611], [-0.001, 0.124, 0.119], [0.939, 0.836, 0.959], [2.589, 0.597, 0.958], [-1.192, 0.588, 0.087], [-1.993, -0.226, -0.741], [1.536, -1.045, -0.440], [0.059, -1.681, -1.300], [0.425, 1.643, 1.554], [-2.864, 0.079, -0.587]],
  "smiles": "N/C(C=S)=N\\O",
  "homo_lumo_gap_ev": 7.98
}

---

Stability, lowest: B